1.
{"formula": "C33H37N2OSSiTeTl", "method": "wB97M-V/def2-TZVPD", "symbols": ["Tl", "Te", "S", "Si", "O", "N", "N", "C", "C", "C", "C", "C", "C", "C", "C", "C", "C", "C", "C", "C", "C", "C", "C", "C", "C", "C", "C", "C", "C", "C", "C", "C", "C", "C", "C", "C", "C", "C", "C", "C", "H", "H", "H", "H", "H", "H", "H", "H", "H", "H", "H", "H", "H", "H", "H", "H", "H", "H", "H", "H", "H", "H", "H", "H", "H", "H", "H", "H", "H", "H", "H", "H", "H", "H", "H", "H", "H"], "xyz": [[1.11514, 0.26426, -0.48658], [1.38353, -2.42816, -0.71527], [0.00794, 1.28273, 1.67049], [0.61624, 2.14490, -2.17797], [2.98990, 0.46680, 0.76794], [2.02912, -0.03688, 2.85077], [-0.03126, -0.55314, 3.62348], [6.60743, 1.44593, 2.86936], [-4.44461, -3.23332, -3.03474], [2.97937, 0.45509, 2.01444], [-2.09051, -2.77453, -3.39879], [-2.74227, 3.21030, 0.03343], [-2.73417, -3.55730, -1.24419], [-1.41466, -0.14821, 3.93107], [-1.40823, -3.35225, -0.75095], [6.46253, 1.98996, 4.10460], [-0.16481, 1.62623, -3.83564], [-1.24495, 1.30915, -6.36909], [0.74467, 0.11351, 2.74678], [-1.40346, 0.96703, -4.01479], [-1.91203, 0.78050, -5.27206], [-0.15649, 4.28681, -0.36026], [-0.78794, -2.64578, -2.96846], [0.79061, -2.89787, 3.76263], [-2.47920, -0.97326, 3.24839], [-3.07392, -3.17842, -2.51719], [-1.87884, 2.70746, -0.92833], [-1.05940, 4.88977, 0.50801], [5.18299, 2.10246, 4.65483], [-0.45833, -2.85953, -1.62709], [0.61036, -1.56291, 4.49294], [0.23726, -2.09739, -3.87744], [-1.12120, -3.56929, 0.72287], [0.47614, 2.16540, -4.93680], [5.46156, 0.94254, 2.21453], [-2.34206, 4.35115, 0.71366], [4.06347, 1.62555, 3.98094], [4.17609, 1.05587, 2.73235], [-0.55968, 3.14217, -1.11457], [-0.03382, 1.98915, -6.20484], [0.88363, 4.66423, -0.37362], [-1.43234, -0.17483, 5.02774], [-0.95668, -2.59800, 1.13011], [-2.90289, 0.27592, -5.38719], [-0.15486, -4.05114, 0.89433], [-0.18125, -3.21751, 3.44755], [1.56426, -1.14376, 4.82356], [-2.29020, 1.88719, -1.54263], [-0.79772, 5.74111, 1.08622], [-1.88582, -4.08147, 1.27216], [-2.39826, -2.54327, -4.43924], [1.37570, 2.75656, -4.75901], [3.09641, 1.78301, 4.46865], [-2.34491, -2.01873, 3.62189], [-1.66766, 1.14550, -7.35184], [-2.97989, 4.90642, 1.35223], [1.86155, 2.93962, -2.34021], [0.57558, -1.18364, -3.44277], [0.52476, 2.28928, -7.08927], [1.44321, -2.77179, 2.94826], [-3.56022, -3.98434, -0.62543], [5.53005, 0.64994, 1.17851], [-0.24763, -1.87312, -4.86892], [-2.32070, -1.00057, 2.16110], [-4.50936, -2.90220, -4.03690], [-3.49356, -0.65041, 3.56058], [1.01460, -2.76894, -4.10204], [-3.71644, 2.74499, 0.15265], [7.56224, 1.42732, 2.31380], [1.11841, -3.69364, 4.45244], [-4.94023, -4.15806, -2.88141], [7.35758, 2.39890, 4.61573], [-1.44762, 0.82749, 3.55649], [4.97684, 2.48128, 5.68125], [-0.02515, -1.64332, 5.37861], [-1.99129, 0.60852, -3.20196], [-5.03264, -2.51503, -2.48987]], "lowdin_charge": [0.375, 0.979, 0.676, 0.626, -0.145, 0.108, -0.116, -0.086, -0.053, -0.418, -0.021, -0.089, 0.000, -0.245, -0.304, -0.107, -0.312, -0.080, -0.740, -0.111, -0.100, -0.105, -0.321, -0.054, -0.071, -0.303, -0.142, -0.088, -0.079, -0.527, -0.187, -0.086, -0.138, -0.135, -0.015, -0.081, -0.044, -0.137, -0.387, -0.077, 0.111, 0.123, 0.023, 0.122, 0.027, 0.046, 0.111, 0.095, 0.090, 0.076, 0.125, 0.090, 0.118, 0.079, 0.101, 0.089, -0.015, 0.028, 0.106, 0.044, 0.131, 0.110, 0.098, 0.067, 0.063, 0.085, 0.066, 0.107, 0.114, 0.087, 0.075, 0.114, 0.034, 0.114, 0.112, 0.087, 0.083], "homo_lumo_gap_ev": 7.4764, "max_force_ev_per_a": 2.64, "relative_energy_ev": 0.189, "homo_ev": -7.46}

---

2.
{"formula": "C4H6O4", "method": "wB97M-V/def2-TZVPD", "symbols": ["O", "O", "O", "O", "C", "C", "C", "C", "H", "H", "H", "H", "H", "H"], "xyz": [[0.23321, -1.43449, -2.60593], [-1.37637, 0.66844, 1.77137], [-0.41082, 0.67876, -2.21058], [0.76950, 0.76729, 2.61385], [-0.26552, -0.64879, -0.43785], [-0.17728, 0.65570, 1.60702], [0.59661, 0.11988, 0.50540], [-0.08759, -0.59605, -1.89867], [-0.64961, 0.78662, -3.24778], [0.53846, 0.92962, 3.53469], [1.34288, -0.67435, 0.75858], [-1.50395, -0.34124, -0.16171], [-0.28439, -1.75170, -0.17431], [1.27487, 0.84032, -0.05407]], "lowdin_charge": [0.177, 0.111, 0.045, 0.071, -0.135, -0.484, -0.135, -0.634, 0.202, 0.119, 0.149, 0.210, 0.141, 0.164], "homo_lumo_gap_ev": 11.1941, "smiles": "O=C(O)CCC(=O)O", "max_force_ev_per_a": 5.87, "relative_energy_ev": 1.911, "homo_ev": -10.67}

---

3.
{"formula": "C13H11F9O5S", "method": "wB97M-V/def2-TZVPD", "symbols": ["S", "F", "F", "F", "F", "F", "F", "F", "F", "F", "O", "O", "O", "O", "O", "C", "C", "C", "C", "C", "C", "C", "C", "C", "C", "C", "C", "C", "H", "H", "H", "H", "H", "H", "H", "H", "H", "H", "H"], "xyz": [[-5.16011, -0.61514, 0.56122], [-6.44507, -0.62706, -0.35068], [-4.08829, -0.59188, 2.94281], [-4.55787, 0.54390, -0.34989], [-1.92535, -1.83309, 2.67196], [-5.83966, 0.47069, 1.49095], [-4.49102, -1.68145, -0.41889], [-2.92387, 0.49612, 1.46832], [-5.78093, -1.78420, 1.42312], [-3.40005, -2.99831, 1.55462], [0.50207, -0.39632, 2.45226], [-0.18141, 1.57280, 1.71104], [-0.49590, 1.05050, 3.87111], [2.73835, -0.18743, -1.65892], [6.49636, 3.27056, -3.05392], [-0.12202, 0.76077, 2.78532], [-3.62872, -0.62459, 1.69075], [5.63710, 2.48055, -2.73519], [3.59880, 0.60770, -1.97857], [-1.76939, -1.79576, 0.28436], [4.98266, 0.16069, -2.26995], [4.24975, 2.92648, -2.44361], [3.30609, 2.05775, -2.09293], [-0.02025, 0.79548, 0.51664], [0.44645, -0.56936, 1.03744], [-0.26594, -1.83672, 0.56578], [5.92764, 1.02817, -2.62080], [-2.67149, -1.84910, 1.52483], [2.28913, 2.36118, -1.87820], [0.21705, -2.09710, -0.37857], [6.94420, 0.72653, -2.83800], [1.47967, -0.69277, 0.70577], [-2.04139, -0.94215, -0.33136], [5.17076, -0.90140, -2.17918], [-0.02831, -2.64551, 1.25657], [-2.02786, -2.68538, -0.28985], [4.06024, 3.98830, -2.53415], [-0.95567, 0.81887, -0.03359], [0.77425, 1.23765, -0.07859]], "lowdin_charge": [0.782, -0.109, 0.143, -0.138, 0.126, -0.118, -0.137, 0.132, -0.117, 0.106, 0.091, 0.067, 0.178, 0.090, 0.117, -0.578, -0.430, -0.383, -0.379, -0.066, 0.021, 0.027, 0.019, -0.063, -0.252, -0.088, 0.025, -0.428, 0.115, 0.127, 0.124, 0.138, 0.110, 0.123, 0.135, 0.133, 0.125, 0.118, 0.113], "homo_lumo_gap_ev": 8.8097, "smiles": "O=C1OC[C@H](CCC(F)(F)C(F)(F)S(F)(F)(F)(F)F)O1.O=C1C=CC(=O)C=C1", "max_force_ev_per_a": 1.07, "homo_ev": -10.75}